No. 1
A molecular structure, C42H39AsN3O3PS4SbTi, computed with the ωB97M-V functional and the def2-TZVPD basis.

Properties
lowest unoccupied orbital energy (alpha / beta): 3.4 / 3.4 eV
expectation value of S²: 0.75
ΔE to the lowest compared entry with this formula, charge and spin: 198.8 kJ/mol
net charge: -2
spin multiplicity: 2
total energy: -197925.827 eV

CARTESIAN COORDINATES (ANGSTROEM)
1 Ti 0.190 0.277 0.287
2 C 3.914 -2.529 -6.592
3 C 2.927 -1.580 -6.819
4 C 2.314 -0.935 -5.752
5 C 2.681 -1.216 -4.438
6 C 3.678 -2.170 -4.228
7 C 4.284 -2.828 -5.287
8 P 1.971 -0.394 -2.943
9 C 1.091 1.021 -3.704
10 C 1.853 2.077 -4.208
11 C 1.239 3.206 -4.723
12 C -0.149 3.306 -4.717
13 C -0.917 2.271 -4.207
14 C -0.296 1.132 -3.706
15 C 0.576 -1.499 -2.498
16 C 0.181 -2.503 -3.391
17 C -0.945 -3.268 -3.146
18 C -1.700 -2.999 -2.013
19 C -1.295 -2.006 -1.136
20 C -0.133 -1.223 -1.305
21 H 4.391 -3.031 -7.425
22 H 2.623 -1.345 -7.832
23 H 1.533 -0.209 -5.940
24 H 3.977 -2.400 -3.210
25 H 5.051 -3.570 -5.096
26 H 2.935 2.019 -4.179
27 H 1.845 4.019 -5.108
28 H -0.633 4.197 -5.101
29 H -2.001 2.325 -4.189
30 H -0.912 0.331 -3.317
31 H 0.739 -2.676 -4.303
32 H -1.250 -4.032 -3.852
33 H -2.623 -3.533 -1.822
34 H -1.936 -1.815 -0.282
35 S -4.625 1.903 -3.781
36 Sb -5.067 1.201 -1.643
37 S -3.128 1.145 1.675
38 S -2.105 1.036 -0.149
39 S -5.931 -0.912 -1.674
40 N 2.394 -0.723 0.963
41 C 3.636 -0.199 0.397
42 C 3.625 1.324 0.435
43 C 2.673 1.921 -0.596
44 O 3.040 2.825 -1.327
45 O 1.485 1.409 -0.593
46 H 2.352 -0.579 1.969
47 H 2.298 -1.718 0.805
48 H 3.685 -0.526 -0.643
49 H 4.526 -0.580 0.917
50 H 4.619 1.736 0.262
51 H 3.289 1.649 1.427
52 N -0.500 -0.915 2.985
53 C -0.512 -2.036 3.701
54 C -0.188 -3.144 2.910
55 C -0.002 -2.593 1.654
56 N -0.192 -1.262 1.707
57 H -2.415 0.212 2.334
58 H -0.768 -2.006 4.752
59 H -0.129 -4.182 3.193
60 H 0.212 -3.073 0.711
61 O 0.285 1.714 1.800
62 As 0.789 2.546 3.119
63 C 1.907 1.535 4.310
64 C 1.320 0.591 5.146
65 C 2.125 -0.248 5.902
66 C 3.506 -0.160 5.804
67 C 4.093 0.768 4.954
68 C 3.293 1.617 4.203
69 C 1.791 4.049 2.477
70 C 1.659 4.337 1.124
71 C 2.337 5.427 0.592
72 C 3.116 6.225 1.413
73 C 3.232 5.943 2.771
74 C 2.569 4.851 3.307
75 C -0.663 3.303 4.101
76 C -1.701 3.838 3.345
77 C -2.746 4.480 3.992
78 C -2.754 4.575 5.377
79 C -1.718 4.036 6.127
80 C -0.662 3.400 5.486
81 H 0.243 0.485 5.176
82 H 1.670 -0.994 6.540
83 H 4.130 -0.831 6.381
84 H 5.170 0.825 4.866
85 H 3.750 2.337 3.534
86 H 1.063 3.694 0.485
87 H 2.268 5.619 -0.470
88 H 3.649 7.070 0.994
89 H 3.844 6.570 3.408
90 H 2.659 4.627 4.365
91 H -1.707 3.725 2.268
92 H -3.567 4.879 3.411
93 H -3.581 5.066 5.876
94 H -1.733 4.103 7.207
95 H 0.150 2.980 6.068

Atom charges from the Löwdin analysis, given in e for atoms 1 to 5: number 1, Ti, carries 0.69; number 2, C, carries -0.12; number 3, C, carries -0.10; number 4, C, carries -0.09; number 5, C, carries -0.38

***

No. 2
6 unconnected molecules or ions with the total composition C42H39BrIN5O13 in a non-equilibrium geometry, computed with the ωB97M-V functional and the def2-TZVPD basis.

Properties
lowest unoccupied orbital energy: -0.9 eV
total energy: -156381.394 eV

CARTESIAN COORDINATES (ANGSTROEM)
1 C -0.205 3.891 -5.215
2 C -0.233 3.603 -4.050
3 C -0.432 2.915 -2.759
4 C -1.347 3.710 -1.775
5 C -0.676 4.582 -0.701
6 C 0.545 3.937 -0.054
7 O 1.601 3.840 -0.560
8 I 0.352 3.174 1.986
9 C -1.964 2.538 -0.907
10 O -3.196 3.113 -0.415
11 C -3.814 3.532 -1.549
12 O -4.960 3.451 -1.835
13 C -2.670 4.116 -2.455
14 C -3.107 5.568 -2.836
15 Br -3.510 5.594 -4.782
16 C -2.205 6.737 -2.452
17 C -0.926 6.928 -3.287
18 H -0.269 4.065 -6.258
19 H -0.868 1.929 -2.909
20 H 0.571 2.745 -2.356
21 H -1.414 4.857 0.057
22 H -0.313 5.536 -1.093
23 H -1.354 2.109 -0.112
24 H -2.321 1.665 -1.470
25 H -2.803 3.529 -3.369
26 H -4.082 5.747 -2.383
27 H -1.931 6.756 -1.393
28 H -2.797 7.647 -2.599
29 H -0.103 6.260 -3.022
30 H -0.576 7.950 -3.096
31 H -1.086 6.857 -4.362
32 C -2.347 -2.953 4.278
33 C -1.152 -3.496 3.820
34 C -0.417 -2.831 2.850
35 C -0.887 -1.626 2.354
36 C -2.078 -1.078 2.797
37 C -2.810 -1.749 3.763
38 N -0.098 -0.909 1.346
39 O 0.933 -1.419 0.963
40 O -0.524 0.163 0.955
41 H -2.916 -3.471 5.037
42 H -0.794 -4.428 4.215
43 H 0.511 -3.254 2.495
44 H -2.440 -0.139 2.402
45 H -3.741 -1.330 4.120
46 C 4.247 -0.107 -2.946
47 C 4.104 -1.217 -3.767
48 C 3.394 -1.112 -4.955
49 C 2.841 0.108 -5.306
50 C 2.971 1.221 -4.492
51 C 3.678 1.109 -3.306
52 N 2.107 0.231 -6.572
53 O 1.984 -0.764 -7.258
54 O 1.665 1.326 -6.856
55 H 4.806 -0.191 -2.023
56 H 4.552 -2.165 -3.476
57 H 3.282 -1.977 -5.593
58 H 2.531 2.169 -4.770
59 H 3.789 1.972 -2.661
60 C 9.694 -5.869 -2.548
61 C 8.352 -6.132 -2.787
62 C 7.408 -5.133 -2.613
63 C 7.824 -3.878 -2.205
64 C 9.157 -3.603 -1.956
65 C 10.096 -4.607 -2.129
66 N 6.830 -2.811 -2.042
67 O 5.662 -3.086 -2.251
68 O 7.226 -1.712 -1.715
69 H 10.430 -6.650 -2.690
70 H 8.042 -7.116 -3.112
71 H 6.364 -5.341 -2.800
72 H 9.473 -2.622 -1.633
73 H 11.141 -4.406 -1.941
74 C -7.406 4.290 0.723
75 C -6.023 4.257 0.836
76 C -5.423 4.513 2.060
77 C -6.218 4.795 3.157
78 C -7.598 4.838 3.056
79 C -8.193 4.585 1.830
80 N -5.586 5.043 4.460
81 O -4.373 5.017 4.513
82 O -6.313 5.256 5.410
83 H -7.873 4.085 -0.232
84 H -5.414 4.027 -0.033
85 H -4.345 4.485 2.145
86 H -8.212 5.064 3.916
87 H -9.270 4.612 1.738
88 C 0.680 -9.556 6.593
89 C 1.213 -8.274 6.555
90 C 0.377 -7.180 6.401
91 C -0.988 -7.386 6.290
92 C -1.532 -8.658 6.318
93 C -0.690 -9.748 6.470
94 N -1.878 -6.229 6.150
95 O -1.369 -5.123 6.107
96 O -3.072 -6.435 6.086
97 H 1.335 -10.409 6.719
98 H 2.280 -8.128 6.649
99 H 0.794 -6.184 6.372
100 H -2.597 -8.810 6.226
101 H -1.102 -10.748 6.497

Atom charges from the Löwdin analysis, given in e for atoms 1 to 5: number 1, C, carries 0.12; number 2, C, carries -0.12; number 3, C, carries -0.11; number 4, C, carries -0.30; number 5, C, carries -0.13